{"formula": "CHF2OS2", "method": "ωB97M-V/def2-TZVPD", "total_charge": -1, "e_above_lowest_kcal_mol": 73.3, "homo_ev": [-4.3, -2.9], "gap_ev": [7.680, 5.688], "species": ["C", "F", "F", "S", "H", "O", "S"], "positions_angstrom": [[-0.968717, 0.482026, -0.823504], [-0.395369, 1.189516, -1.834217], [-1.644084, 1.320062, 0.063011], [0.933691, -1.567036, -1.560046], [0.942258, 0.148329, 2.273566], [1.423933, -0.621968, 2.062657], [-0.291711, -0.950929, -0.181467]], "atomic_forces_ev_per_a": [[0.19, 0.42, 0.67], [-0.79, -0.51, 1.40], [0.94, -0.88, -1.40], [0.23, -0.39, -0.28], [-0.92, 1.55, 0.48], [0.33, -1.59, -1.13], [0.02, 1.39, 0.25]], "nbo_charge": [0.387, -0.325, -0.353, -0.488, 0.395, -1.089, 0.473]}